(1)
DFT (ωB97M-V with the def2-TZVPD basis set) results for a gas-phase ion, C3H10NO (charge +1) in a non-equilibrium geometry.

Cartesian coordinates (Å):
C 0.190 1.663 0.683
N 0.121 0.893 -0.588
C 0.789 -0.459 -0.441
C -0.259 -1.525 -0.077
O -1.474 -0.846 0.191
H 1.198 2.031 0.858
H -0.698 2.251 0.874
H 0.078 0.919 1.485
H 0.644 1.333 -1.333
H -0.871 0.641 -0.704
H 1.552 -0.378 0.332
H 1.316 -0.711 -1.347
H -0.419 -2.195 -0.926
H 0.075 -2.181 0.730
H -2.242 -1.434 0.264

Multiplicity   1
Relative energy (zero: lowest compared OMol25 entry of this formula, charge and spin)   78.1 kJ/mol
Kohn-Sham gap   12.113 eV
Structure (SMILES)   C[NH2+]CCO
Calculated total energy   -250.0241 Eh
Net charge   +1

---

(2)
DFT (ωB97M-V with the def2-TZVPD basis set) results for 2 unconnected molecules or ions with the total composition C3H10NO in a non-equilibrium geometry.

Cartesian coordinates (Å):
C -2.249 0.958 -1.011
N -1.580 -0.122 -1.085
H -3.333 0.961 -0.943
H -1.661 1.868 -0.970
H -0.569 -0.075 -0.883
H -2.008 -0.956 -1.481
C 1.408 -0.495 0.086
O 0.879 0.821 -0.404
C 1.138 -0.666 1.557
H 0.988 -1.237 -0.600
H 2.467 -0.473 -0.170
H 1.427 1.393 0.154
H 1.594 -1.581 1.919
H 1.428 0.249 2.080
H 0.069 -0.645 1.751

Multiplicity   1
Relative energy (zero: lowest compared OMol25 entry of this formula, charge and spin)   149.2 kJ/mol
Kohn-Sham gap   9.577 eV
Calculated total energy   -249.9970 Eh
Net charge   +1

---

(3)
DFT (ωB97M-V with the def2-TZVPD basis set) results for a gas-phase ion, C3H10NO (charge +1) in a non-equilibrium geometry.

Cartesian coordinates (Å):
C -1.962 0.572 0.153
N -0.732 0.012 -0.440
C 0.567 0.607 0.072
C 1.650 -0.424 -0.090
O 1.139 -1.639 0.421
H -2.570 -0.164 0.650
H -2.524 1.116 -0.600
H -1.740 1.314 0.904
H -0.599 -0.993 -0.289
H -0.760 0.067 -1.456
H 0.809 1.474 -0.500
H 0.345 0.803 1.119
H 2.584 -0.126 0.397
H 1.935 -0.463 -1.151
H 1.856 -2.157 0.810

Multiplicity   1
Relative energy (zero: lowest compared OMol25 entry of this formula, charge and spin)   48.3 kJ/mol
Kohn-Sham gap   12.138 eV
Structure (SMILES)   C[NH2+]CCO
Calculated total energy   -250.0354 Eh
Net charge   +1